# 1
168
Properties=species:S:1:pos:R:3 method="wB97M-V/def2-TZVPD" e_lumo_ev=0.182 multiplicity=1 e_tot_ev=-75967.1260 e_homo_ev=-8.8224
O 12.437 17.487 15.208
O 13.162 14.685 8.032
O 18.826 16.253 7.905
O 10.083 15.781 15.162
O 13.157 24.063 11.794
O 10.993 14.092 13.112
O 16.525 16.604 9.693
O 14.554 16.807 7.361
O 22.194 18.046 11.946
O 12.137 11.990 14.726
O 14.946 22.392 10.372
O 14.799 18.045 16.518
O 12.324 18.871 7.074
N 22.028 19.373 12.437
N 12.885 11.972 13.480
C 12.542 10.803 12.655
C 19.759 19.525 11.600
C 23.273 18.493 14.644
C 11.007 14.545 11.768
C 14.920 12.559 12.399
C 14.852 11.259 11.625
C 11.066 10.928 12.281
C 20.434 20.843 13.617
C 15.186 11.598 14.708
C 15.338 13.678 8.336
C 9.067 15.159 15.871
C 20.615 19.494 12.873
C 11.168 18.353 7.512
C 20.209 16.226 8.285
C 23.151 19.523 13.484
C 13.020 21.168 9.541
C 13.569 24.016 13.143
C 15.718 19.062 14.485
C 15.947 17.246 10.787
C 14.325 21.772 9.196
C 9.581 13.802 16.361
C 21.482 20.991 14.706
C 15.104 23.960 13.277
C 15.727 17.890 15.444
C 15.400 18.592 10.409
C 20.868 17.591 7.958
C 9.665 15.230 11.535
C 7.739 15.209 15.074
C 14.263 12.430 13.783
C 20.147 18.303 13.807
C 12.876 22.996 14.009
C 14.910 17.094 5.961
C 13.973 13.577 7.670
C 24.454 19.473 12.786
C 12.011 18.642 13.066
C 11.228 18.085 9.021
C 13.403 10.859 11.357
C 22.896 20.935 14.077
C 16.052 18.096 6.051
C 12.091 18.726 14.590
C 14.126 13.837 14.322
C 14.841 16.398 11.400
C 12.676 9.496 13.408
H 15.228 10.531 14.540
H 13.732 14.552 13.574
H 13.579 13.902 15.274
H 12.733 19.557 14.926
H 14.933 19.097 11.242
H 16.768 17.415 11.603
H 11.642 19.619 12.702
H 10.303 17.750 9.438
H 15.292 16.171 5.471
H 18.678 19.510 11.852
H 11.701 13.492 13.382
H 20.679 17.783 6.896
H 15.800 12.718 8.271
H 11.862 22.988 13.692
H 16.183 19.165 10.016
H 10.310 15.122 14.428
H 14.025 15.999 7.387
H 12.118 9.499 14.352
H 15.247 13.947 9.358
H 20.721 18.257 14.727
H 22.462 18.543 15.324
H 12.471 11.254 15.288
H 11.839 15.192 11.556
H 8.864 15.810 16.742
H 13.767 9.303 13.741
H 13.933 16.526 10.854
H 20.536 21.567 12.908
H 20.744 15.525 7.615
H 11.532 18.950 9.532
H 14.787 19.119 13.800
H 14.608 18.515 9.613
H 12.413 21.797 10.219
H 18.311 16.625 8.601
H 10.800 11.886 11.755
H 6.931 14.738 15.623
H 13.477 12.615 8.007
H 13.263 25.011 13.533
H 8.858 13.315 17.035
H 20.471 18.460 8.477
H 10.884 10.180 11.514
H 11.638 16.950 15.233
H 23.141 21.670 13.315
H 20.210 17.350 13.314
H 8.912 14.522 11.897
H 16.608 19.131 13.839
H 13.322 22.017 13.892
H 10.514 13.876 16.988
H 25.237 19.971 13.431
H 15.721 19.977 15.081
H 21.354 20.195 15.395
H 11.010 13.722 11.080
H 15.723 24.600 12.628
H 13.694 23.470 11.274
H 20.003 20.439 10.978
H 14.173 13.524 6.605
H 14.005 17.348 5.325
H 16.191 18.594 5.094
H 12.264 14.787 7.641
H 10.430 10.662 13.133
H 15.315 22.927 12.998
H 10.343 18.997 7.290
H 11.096 18.962 15.007
H 23.315 17.518 14.133
H 15.894 22.366 10.283
H 7.370 16.204 14.802
H 9.883 13.128 15.523
H 13.428 9.832 10.882
H 14.400 13.287 11.845
H 24.449 20.039 11.840
H 15.166 15.368 11.372
H 15.806 18.943 6.757
H 14.559 16.690 12.412
H 10.976 17.369 7.003
H 19.145 18.608 14.123
H 23.578 21.051 14.887
H 20.017 18.647 10.981
H 16.170 12.050 14.705
H 14.912 11.759 15.754
H 12.270 8.610 12.825
H 15.027 21.055 8.821
H 15.292 24.214 14.363
H 15.134 14.276 14.561
H 24.847 18.495 12.455
H 12.488 21.157 8.608
H 19.408 20.815 14.002
H 9.704 16.166 12.063
H 15.410 17.047 14.786
H 9.579 15.383 10.459
H 21.950 17.735 7.986
H 12.906 11.613 10.680
H 7.868 14.651 14.165
H 14.126 22.494 8.352
H 15.461 11.390 10.733
H 13.914 17.854 16.122
H 15.851 16.751 9.059
H 16.961 17.543 6.351
H 20.287 15.888 9.352
H 11.995 17.333 9.285
H 16.685 17.598 15.897
H 24.216 18.704 15.173
H 11.211 17.915 12.846
H 16.004 14.350 7.830
H 21.355 21.841 15.321
H 22.156 18.288 11.056
H 15.376 10.468 12.240
H 13.040 18.302 7.339
H 15.954 12.906 12.508
H 12.978 18.337 12.680
H 13.027 20.230 10.027
H 12.819 23.208 15.060

# 2
182
Properties=species:S:1:pos:R:3 method="wB97M-V/def2-TZVPD" e_lumo_ev=0.361 smiles=COCCNCCOC.COCCNCCOC.COCCNCCOC.COCCNCCOC.CC(C)O.CC(C)O.CC(C)O.OCCO.OCCO.OCCO.OCCO.OCCO multiplicity=1 e_tot_ev=-95388.1008 e_homo_ev=-8.5006
O 4.075 4.857 3.275
O -2.937 3.674 -2.519
O 1.484 -3.852 -6.142
O -1.822 1.310 3.767
O 1.872 -2.235 -8.460
O -4.631 -1.602 6.319
O 2.995 0.623 2.870
O 1.502 4.382 -2.898
O 2.328 -2.102 2.975
O 5.492 -5.009 1.317
O 0.815 -0.804 -0.544
O -2.287 -6.419 -0.998
O -3.340 -2.903 1.653
O -5.720 8.977 -4.774
O 4.759 -2.458 -4.424
O 5.479 -1.855 -0.554
O -1.068 -8.353 0.611
O 0.642 -3.631 1.677
O 3.026 -5.205 -4.097
O -3.358 -6.125 -3.499
O 2.202 1.788 6.713
N 1.010 1.881 4.151
N -5.279 -3.107 3.894
N -4.260 7.090 -1.974
N 4.030 4.784 -0.394
C 0.972 -1.996 3.399
C 2.159 1.512 2.079
C -5.283 -2.169 2.734
C 1.763 -2.449 -6.074
C 3.056 5.285 -1.338
C -5.858 -1.451 5.645
C -5.583 10.301 -5.206
C 4.673 4.708 2.031
C -5.413 8.731 -3.388
C 0.251 -3.279 3.006
C -0.914 -6.351 -0.759
C -4.715 -2.804 1.512
C 3.659 5.043 0.977
C -2.418 2.419 1.728
C -2.693 -3.605 0.612
C 3.433 1.937 7.394
C -3.332 2.366 -2.135
C 4.964 5.013 4.388
C 1.691 2.992 6.235
C 4.361 -4.827 -4.363
C -3.408 5.909 -1.901
C 0.123 4.184 -3.133
C -0.549 -6.964 0.580
C -3.954 4.638 -2.498
C 1.760 4.513 -1.519
C -3.075 -6.403 -5.858
C 2.622 -2.066 -7.252
C -2.463 1.123 2.520
C 4.294 1.215 3.058
C -2.412 -6.177 -4.519
C 5.055 -2.971 0.257
C -1.898 -0.069 1.759
C 1.575 2.557 2.998
C 0.575 2.762 5.218
C 2.030 -0.728 -2.576
C 1.732 -1.580 -1.362
C -1.576 -4.912 -4.504
C 1.125 -2.953 -1.771
C 6.133 -3.893 0.808
C -4.634 7.417 -3.344
C -4.055 -0.395 6.727
C -6.201 -2.765 4.959
C 4.786 -3.607 -3.557
H -4.630 -1.321 3.011
H -4.802 9.526 -2.934
H -6.242 -1.689 2.521
H 3.806 0.942 7.632
H -4.361 4.795 -3.501
H 2.889 6.364 -1.174
H -2.413 6.036 -2.378
H -3.685 -7.306 -5.781
H -3.117 -3.338 -0.368
H 1.505 -3.225 -2.758
H 0.494 -4.115 3.674
H -1.320 -4.568 -3.502
H -3.152 2.258 -1.069
H 2.364 -2.204 -5.200
H 4.371 5.031 5.294
H 4.462 -3.554 -0.473
H -1.465 2.950 1.682
H 0.536 -7.026 0.698
H 4.194 2.391 6.740
H 2.335 3.293 3.295
H -3.533 -0.548 7.674
H -0.356 -8.924 0.307
H -6.375 8.748 -2.860
H -2.840 -6.062 -2.663
H -5.268 6.661 -3.795
H -0.989 -6.493 1.458
H 6.417 -1.961 -0.751
H 3.217 6.043 1.124
H 1.487 -3.717 -1.078
H 6.688 -3.345 1.586
H 4.289 2.212 3.499
H -3.508 0.873 2.714
H -0.879 1.535 3.651
H -3.248 -0.077 6.046
H -0.011 4.013 -4.201
H 4.992 -5.678 -4.103
H -0.400 5.119 -2.894
H -5.134 -3.816 1.422
H 1.580 -3.406 1.589
H -1.626 -3.447 0.721
H 5.686 4.179 4.358
H 2.437 3.599 5.673
H 2.818 4.362 1.198
H 0.535 -1.141 2.866
H -2.990 -4.663 0.673
H 2.649 -1.775 -0.792
H -0.626 -4.990 -5.047
H 2.394 -4.924 -4.772
H -4.349 -2.926 4.265
H 1.372 0.843 1.728
H -0.454 -5.361 -0.735
H -0.851 0.053 1.445
H 4.816 1.130 2.099
H 0.387 3.767 4.830
H -0.361 -6.965 -1.484
H 0.852 -1.105 0.372
H 2.954 -1.056 -3.052
H 0.797 -1.936 -6.059
H -5.838 -0.643 4.897
H 5.798 -3.852 -3.199
H -6.533 10.855 -5.134
H 4.467 -4.573 -5.422
H -4.400 2.181 -2.319
H 6.126 -5.575 1.765
H 4.131 -3.348 -2.723
H 6.836 -4.083 -0.021
H 0.040 -2.874 -1.723
H 1.388 3.725 7.005
H -6.672 -1.163 6.335
H -1.720 -7.026 -4.388
H 2.181 0.290 -2.230
H 3.120 -1.094 -7.131
H 1.932 3.537 -1.037
H -6.217 -3.579 5.684
H -3.785 7.640 -4.010
H -2.721 2.263 0.679
H 3.553 5.245 -2.315
H 5.658 5.202 1.878
H -2.104 -4.134 -5.069
H -0.319 2.405 5.733
H -2.301 -6.515 -6.616
H 5.096 3.684 1.918
H -2.505 -0.202 0.865
H -0.356 3.371 -2.594
H -7.231 -2.628 4.611
H 3.303 2.541 8.297
H 1.235 -0.733 -3.322
H -2.819 1.676 -2.794
H -1.862 -0.926 2.429
H 4.318 -2.645 0.995
H 2.478 -2.365 -9.191
H 0.922 5.044 -1.056
H 0.725 3.039 2.504
H 0.790 -4.048 -6.775
H -3.180 3.120 2.085
H -3.130 5.695 -0.863
H -4.768 0.429 6.791
H -5.043 -2.166 0.674
H 0.822 -1.847 4.478
H 4.807 0.558 3.770
H 2.641 -1.194 2.811
H 4.999 4.942 -0.606
H 4.706 -1.653 -3.901
H -4.839 10.861 -4.630
H -2.530 -7.355 -1.032
H -3.759 -5.602 -6.145
H 2.767 1.927 1.272
H -0.827 -3.103 3.036
H -4.767 4.299 -1.839
H 3.454 -2.783 -7.304
H -5.311 10.330 -6.262
H 1.592 1.148 4.535
H -3.628 7.807 -1.628
H 5.577 5.919 4.296